# 1
Density functional theory data (ωB97M-V/def2-TZVPD) for a structure of composition C30H45ClCoO2P2.

The spin multiplicity is 5. As for the charge: +1. The HOMO energy (alpha / beta) is -0.270 / -0.401 hartree. The value obtained for the energy above the lowest of the compared OMol25 structures with the same formula, charge and spin is 0.000 eV. The LUMO energy (alpha / beta) comes out at -2.2 / -4.9 eV.

Each line ends with the Mulliken charge.
Element x y z (Å)
Co (2.12, 1.14, -5.84)  0.25
C (1.43, -0.84, 1.28)  0.80
C (1.80, 0.49, 1.27)  -0.63
C (-0.56, 0.32, 1.47)  0.09
C (-0.02, -0.95, 1.38)  0.09
C (0.53, 1.36, 1.26)  3.02
C (2.34, -2.03, 1.31)  -1.90
H (3.37, -1.76, 1.06)  0.39
H (2.01, -2.81, 0.61)  0.39
H (2.35, -2.48, 2.32)  0.40
C (-0.78, -2.22, 1.36)  -1.62
H (-0.11, -3.08, 1.43)  0.37
H (-1.38, -2.32, 0.44)  0.06
H (-1.48, -2.26, 2.21)  0.41
C (-1.98, 0.62, 1.79)  -1.67
H (-2.39, -0.11, 2.51)  0.49
H (-2.60, 0.57, 0.88)  0.09
H (-2.10, 1.63, 2.22)  0.30
C (0.57, 2.49, 2.30)  -1.54
H (0.79, 2.05, 3.28)  0.45
H (-0.38, 3.02, 2.38)  0.40
H (1.36, 3.22, 2.08)  0.33
C (3.17, 1.01, 1.45)  -1.83
H (3.53, 0.88, 2.48)  0.37
H (3.24, 2.08, 1.22)  0.28
H (3.89, 0.48, 0.80)  0.47
C (1.62, 0.13, -7.16)  -0.78
C (2.95, -0.16, -6.66)  -0.26
C (4.10, 0.80, -6.81)  -1.07
C (3.98, 2.24, -6.19)  -0.43
C (2.91, 2.52, -5.18)  -0.57
C (1.53, 2.74, -5.54)  -0.33
C (1.05, 2.71, -6.95)  -1.08
C (1.28, 1.43, -7.84)  -0.37
H (4.36, 0.96, -7.86)  0.30
H (3.98, 2.97, -7.03)  0.26
H (5.00, 0.34, -6.37)  0.42
H (1.96, 1.68, -8.66)  0.29
H (0.82, -0.59, -7.17)  0.47
H (3.19, -1.14, -6.24)  0.51
H (0.30, 1.27, -8.34)  0.48
H (-0.04, 2.90, -6.97)  0.39
H (0.80, 3.02, -4.78)  0.45
H (1.51, 3.53, -7.53)  0.28
H (4.96, 2.39, -5.69)  0.48
H (3.29, 2.67, -4.18)  0.41
P (0.77, -0.79, -1.43)  1.12
C (0.16, -2.09, -2.58)  -0.87
C (2.60, -0.65, -1.76)  -0.67
P (0.25, 2.02, -0.49)  1.21
C (-0.02, 0.76, -1.73)  -1.33
C (1.70, 3.02, -0.94)  -1.27
C (-1.17, 3.13, -0.37)  -1.08
H (-0.90, -2.32, -2.33)  0.22
H (0.74, -3.01, -2.40)  0.43
H (0.25, -1.78, -3.63)  0.34
H (2.78, -0.49, -2.83)  0.22
H (3.06, -1.61, -1.43)  0.38
H (3.08, 0.16, -1.18)  0.04
H (-1.08, 3.87, -1.18)  0.47
H (-1.24, 3.69, 0.58)  0.38
H (-2.10, 2.56, -0.52)  0.19
H (-1.63, 0.31, -1.56)  -0.04
H (-0.19, 1.05, -2.78)  0.84
H (1.95, 3.78, -0.18)  0.44
H (1.44, 3.52, -1.89)  0.47
H (2.56, 2.36, -1.12)  0.24
Cl (-8.92, -1.44, 0.20)  -0.19
C (-7.30, -1.27, -0.29)  0.30
C (-6.58, -2.40, -0.69)  -0.61
C (-5.25, -2.27, -1.07)  -0.47
C (-4.64, -1.02, -1.05)  0.35
C (-5.34, 0.13, -0.67)  -0.24
C (-6.68, -0.01, -0.28)  -0.77
C (-3.19, -0.96, -1.33)  0.54
O (-2.51, -2.00, -1.46)  -0.89
O (-2.68, 0.27, -1.40)  -0.57
H (-7.05, -3.37, -0.71)  0.42
H (-4.66, -3.14, -1.36)  0.43
H (-4.86, 1.10, -0.68)  0.44
H (-7.26, 0.84, 0.03)  0.42


# 2
Density functional theory data (ωB97M-V/def2-TZVPD) for a structure of composition C32H76F10N2O16Zr.

The HOMO energy is -0.310 hartree. The LUMO energy comes out at -0.1 eV.

Each line ends with the Mulliken charge.
Element x y z (Å)
Zr (-1.64, 0.27, -0.86)  0.18
C (-4.39, 2.35, -0.01)  -0.98
O (-3.63, 3.60, -0.01)  -0.16
O (-3.52, 1.25, -0.10)  -0.35
C (-5.54, 2.36, 1.10)  0.83
F (-6.41, 1.39, 0.84)  -0.26
F (-5.03, 2.28, 2.29)  -0.22
F (-6.22, 3.53, 1.07)  -0.30
C (-4.17, 4.63, -0.84)  0.15
C (-3.61, 5.88, -0.29)  -1.43
H (-3.80, 5.93, 0.78)  0.34
H (-2.52, 5.95, -0.32)  0.25
H (-4.02, 6.80, -0.69)  0.42
H (-5.23, 4.84, -0.71)  0.36
H (-3.89, 4.49, -1.88)  0.04
H (-4.91, 2.22, -0.96)  0.30
C (0.14, -2.47, -2.13)  0.61
O (-0.20, -1.98, -3.45)  -0.55
O (-0.65, -1.76, -1.22)  -0.10
C (0.34, -4.07, -2.10)  0.36
F (-0.43, -4.64, -2.99)  -0.29
F (1.64, -4.51, -2.25)  -0.29
F (0.01, -4.56, -0.98)  -0.18
C (0.80, -2.10, -4.48)  0.07
C (0.24, -1.61, -5.88)  -1.21
H (-0.82, -1.39, -5.76)  0.20
H (0.72, -0.68, -6.18)  0.17
H (0.33, -2.37, -6.66)  0.37
H (1.03, -3.17, -4.57)  0.58
H (1.83, -1.78, -4.32)  -0.07
H (1.16, -2.09, -2.05)  -0.64
C (-1.31, 1.72, -4.13)  -0.47
O (0.15, 1.72, -4.21)  0.01
O (-1.64, 1.11, -2.92)  -0.60
C (-1.92, 3.19, -4.32)  0.62
F (-1.62, 3.75, -5.46)  -0.29
F (-3.25, 3.26, -4.31)  -0.34
F (-1.55, 4.06, -3.43)  -0.23
C (0.69, 2.38, -5.30)  -0.83
C (2.18, 2.00, -5.20)  -0.79
H (2.60, 2.23, -4.22)  -0.19
H (2.35, 0.99, -5.56)  0.25
H (2.66, 2.68, -5.91)  0.47
H (0.57, 3.46, -5.23)  0.44
H (0.30, 2.00, -6.25)  0.39
H (-1.56, 1.11, -5.00)  0.23
F (-0.81, 0.53, 1.15)  0.62
C (-0.54, 3.08, 3.44)  -0.69
O (0.49, 2.35, 2.84)  -0.60
H (-0.35, 3.10, 4.51)  0.33
H (-0.54, 4.11, 3.11)  0.26
H (-1.55, 2.74, 3.17)  0.14
H (0.13, 1.67, 2.27)  -0.06
C (2.02, 4.12, -2.20)  -0.55
O (1.60, 3.38, -1.09)  -0.40
H (2.95, 3.84, -2.68)  0.24
H (1.27, 3.91, -2.97)  -0.01
H (2.05, 5.18, -1.98)  0.37
H (2.32, 3.58, -0.48)  0.13
O (-2.81, -1.36, 0.62)  0.07
H (-2.56, -1.64, 1.50)  -0.45
H (-3.75, -1.53, 0.57)  0.15
O (0.73, 0.77, -1.34)  5.19
H (1.56, 0.28, -1.30)  -1.38
H (0.99, 1.68, -1.25)  -0.78
O (-3.34, -0.92, -1.96)  -0.37
H (-4.03, -1.50, -1.64)  0.16
H (-3.39, -0.99, -2.91)  0.16
O (1.23, -1.10, 5.32)  -0.75
H (0.52, -1.15, 4.68)  0.01
H (1.78, -0.38, 5.01)  0.39
O (-0.99, 2.77, -0.53)  0.52
H (-1.50, 3.39, -0.02)  -0.04
H (-0.24, 3.27, -0.85)  -0.11
O (2.40, 1.23, 4.24)  -0.65
H (1.74, 1.67, 3.72)  0.45
H (3.23, 1.55, 3.89)  0.27
C (-2.90, 0.10, 4.17)  -2.56
C (-2.63, -1.42, 4.46)  1.31
C (-3.95, -2.13, 4.34)  -1.33
C (-3.81, -3.61, 4.38)  -0.75
C (-2.93, -4.11, 3.21)  -1.15
C (-1.54, -3.39, 3.13)  1.80
N (-1.74, -1.93, 3.37)  1.04
O (-0.58, -1.19, 3.18)  2.43
C (-0.62, -3.95, 4.16)  -1.62
C (-0.93, -3.62, 1.75)  -2.44
C (-2.18, -1.51, 5.93)  -1.65
H (-3.32, 0.27, 3.18)  0.27
H (-2.03, 0.73, 4.34)  0.36
H (-3.65, 0.44, 4.88)  0.64
H (-4.62, -1.82, 5.15)  0.41
H (-4.45, -1.81, 3.42)  0.31
H (-4.80, -4.05, 4.25)  0.46
H (-3.37, -3.84, 5.35)  0.34
H (-3.45, -4.07, 2.25)  0.32
H (-2.80, -5.16, 3.48)  0.32
H (-1.05, -4.06, 5.16)  0.34
H (-0.26, -4.93, 3.83)  0.53
H (0.25, -3.31, 4.32)  0.14
H (-1.72, -3.41, 1.04)  0.59
H (-0.02, -3.02, 1.65)  0.30
H (-0.51, -4.62, 1.62)  0.52
H (-1.16, -1.12, 5.97)  0.31
H (-2.17, -2.44, 6.50)  0.31
H (-2.72, -0.86, 6.61)  0.48
H (-0.93, -0.59, 2.52)  -0.85
C (2.40, -0.65, 1.35)  -1.49
C (3.74, -0.95, 0.62)  1.06
C (3.73, -2.49, 0.33)  -0.83
C (4.77, -2.92, -0.72)  -1.03
C (4.57, -2.08, -1.98)  -1.02
C (4.63, -0.54, -1.82)  1.83
N (3.66, -0.21, -0.70)  0.56
O (3.29, 1.15, -0.61)  -0.25
C (5.99, 0.04, -1.51)  -2.02
C (4.22, 0.06, -3.23)  -1.39
C (5.06, -0.63, 1.48)  -1.62
H (2.13, 0.41, 1.38)  0.43
H (1.57, -0.96, 0.71)  -0.75
H (2.17, -1.07, 2.33)  0.80
H (3.93, -3.05, 1.25)  0.59
H (2.74, -2.84, 0.05)  -0.16
H (5.78, -2.89, -0.31)  0.37
H (4.64, -3.98, -0.96)  0.57
H (3.65, -2.38, -2.48)  -0.02
H (5.34, -2.48, -2.65)  0.50
H (6.74, 0.00, -2.30)  0.43
H (6.53, -0.60, -0.82)  0.34
H (6.01, 1.08, -1.20)  0.38
H (3.13, 0.09, -3.20)  -0.11
H (4.42, -0.58, -4.08)  0.32
H (4.65, 1.05, -3.35)  0.44
H (4.99, -0.89, 2.54)  0.43
H (6.00, -1.05, 1.12)  0.31
H (5.22, 0.45, 1.42)  0.35
H (4.01, 1.45, -0.05)  0.32


# 3
Density functional theory data (ωB97M-V/def2-TZVPD) for a structure of composition C6H11FN2O5SZn.

As for the charge: +2. The HOMO energy is -0.656 hartree. The LUMO energy comes out at -11.5 eV.

Each line ends with the Mulliken charge.
Element x y z (Å)
C (2.02, -0.65, 0.98)  -1.06
N (1.56, 0.42, 0.04)  0.20
C (2.73, 1.20, -0.53)  -0.56
C (0.63, -0.06, -1.01)  0.31
O (0.89, -1.01, -1.65)  -0.37
C (-0.55, 0.87, -1.18)  -0.78
C (-1.54, 1.09, 0.00)  0.24
N (-0.94, 1.31, 1.37)  -0.57
O (-2.56, 0.13, 0.12)  -0.32
C (-2.22, -1.10, 0.59)  0.54
O (-1.92, -1.36, 1.70)  -0.41
S (-2.34, -2.45, -0.68)  1.17
O (-3.35, -3.29, -0.17)  -0.49
O (-2.46, -1.85, -1.95)  -0.49
F (-0.98, -3.13, -0.49)  -0.15
H (2.50, -1.47, 0.44)  0.36
H (2.74, -0.24, 1.69)  0.43
H (1.16, -1.08, 1.49)  0.41
H (2.96, 2.04, 0.17)  0.30
H (3.64, 0.61, -0.53)  0.36
H (2.53, 1.65, -1.50)  0.32
H (-0.12, 1.85, -1.41)  0.38
H (-1.17, 0.61, -2.03)  0.36
H (-2.06, 2.01, -0.25)  0.51
H (-1.69, 1.47, 2.05)  0.34
H (-0.51, 0.42, 1.62)  0.31
Zn (1.04, 2.02, 1.13)  0.66


| no. | F_max (eV Å⁻¹) | E_tot (eV) |
| --- | --- | --- |
| 1 | 7.908 | -104647.72237 |
| 2 | 4.339 | -98612.79269 |
| 3 | 2.544 | -81567.64951 |